This record from OMol25 describes a structure of composition C29H52IN13O3ReSi4Te at a distorted geometry. The level of theory is wB97M-V/def2-TZVPD.

Each line ends with the Löwdin charge.
Cartesian coordinates (Å):
Re1 9.8287 16.4960 11.6882  1.4736
N1 6.6394 17.2078 10.7806  0.1351
C1 7.1750 16.1714 10.0375  -0.4562
N2 6.4476 15.2954 9.3502  0.0496
N3 7.4526 14.4299 8.8100  -0.0537
N4 8.6640 14.7616 9.2230  -0.0520
N5 8.5316 15.9057 10.0432  -0.1067
C2 7.3815 18.2417 11.2309  -0.4217
N6 6.9758 19.5296 11.3043  0.0622
N7 7.9873 20.2161 11.8651  -0.0339
N8 8.9855 19.3182 12.1924  -0.2322
N9 8.5851 18.1026 11.8147  -0.1673
H1 5.6691 17.4113 10.5313  0.1581
O1 8.5079 15.3541 13.0566  -0.2054
C3 8.8392 15.7287 14.4408  -0.1342
C4 10.2572 16.0634 14.5251  -0.3248
C5 10.9614 16.1213 15.7100  -0.0343
C6 12.3559 16.2860 15.7549  -0.0215
C7 12.9931 16.4825 14.5064  -0.0510
C8 12.2433 16.5546 13.3448  -0.0936
N10 10.8523 16.4993 13.3963  -0.1019
H2 8.8175 14.3511 12.9246  0.0639
H3 8.5902 14.9518 15.1611  0.1416
H4 8.1618 16.5858 14.6200  0.1207
H5 10.3775 15.9933 16.5972  0.1180
H6 12.8828 16.3033 16.7075  0.1126
H7 14.0632 16.6258 14.3550  0.1100
H8 12.7872 16.7172 12.4027  0.1124
I1 12.8071 8.4971 8.6307  0.8604
C9 12.2269 10.2533 9.5779  -0.7349
C10 12.2656 10.3152 11.0022  -0.1310
C11 11.6283 11.3578 11.6301  -0.0202
C12 11.0717 12.3734 10.8646  -0.1595
C13 11.1145 12.3994 9.5012  -0.0207
C14 11.7230 11.3279 8.8343  -0.1321
C15 10.4270 13.4420 11.6527  -0.4654
O2 9.6366 13.1630 12.5938  0.0361
O3 10.7778 14.6774 11.3096  -0.2073
H9 12.6885 9.5291 11.6176  0.0950
H10 11.4585 11.4176 12.6783  0.1143
H11 10.6299 13.2291 8.9542  0.0896
H12 11.7265 11.2979 7.7309  0.1032
C16 11.7552 21.4673 17.7809  -0.2317
Si1 9.9313 21.9701 17.7384  0.3306
C17 9.8060 23.8005 18.3171  -0.2114
C18 8.9362 20.8457 18.8690  -0.2180
Si2 9.2210 21.8941 15.4865  -0.0127
Te1 9.6854 19.5927 14.8192  0.6507
Si3 10.4367 23.2264 14.0520  0.3113
C19 12.2310 22.5879 14.0104  -0.2373
C20 9.8844 23.1968 12.2523  -0.2221
C21 10.4708 24.9894 14.7838  -0.2332
Si4 6.8502 22.2233 15.3019  0.3260
C22 6.4537 22.7803 13.5412  -0.2339
C23 6.2839 23.5727 16.5311  -0.2360
C24 5.8202 20.6903 15.6426  -0.2347
H13 12.0611 21.4344 18.8704  0.0485
H14 12.3998 22.1720 17.2490  0.0124
H15 11.8932 20.4812 17.3390  0.0033
H16 10.2420 23.8081 19.3511  0.0394
H17 8.7927 24.1682 18.3966  0.0066
H18 10.3921 24.4831 17.6911  0.0106
H19 8.9615 21.2679 19.9289  0.0560
H20 9.3111 19.8368 18.8881  0.0131
H21 7.8692 20.8122 18.5822  0.0197
H22 12.1905 21.5163 13.8464  -0.0229
H23 12.7407 22.6968 14.9976  0.0222
H24 12.8259 23.0493 13.1998  0.0310
H25 9.4015 22.2158 12.0890  -0.0114
H26 10.7845 23.3054 11.5860  0.0370
H27 9.1467 23.9804 12.0102  0.0271
H28 11.3990 25.2050 15.3243  0.0197
H29 9.5694 25.1355 15.4553  0.0245
H30 10.3765 25.7717 13.9794  0.0347
H31 7.0236 23.6530 13.1668  0.0153
H32 5.3468 23.1164 13.5853  0.0580
H33 6.6013 21.9688 12.7991  -0.0017
H34 6.8227 24.5398 16.4842  0.0227
H35 6.3355 23.2214 17.5782  0.0209
H36 5.2257 23.8564 16.3788  0.0271
H37 6.1394 19.8928 14.9212  0.0199
H38 4.7381 20.9026 15.3979  0.0496
H39 5.9149 20.3272 16.6709  0.0168
C25 11.1134 17.4719 7.1214  -0.0453
N11 11.5158 17.1423 8.5083  -0.1412
C26 11.9451 15.7637 8.6961  -0.0575
C27 11.4041 18.0719 9.5192  -0.3285
N12 11.1007 17.7442 10.7895  -0.0595
N13 11.6754 19.3901 9.2261  -0.1346
C28 12.4240 19.7548 8.0257  -0.0579
C29 11.4412 20.5362 10.1081  -0.0397
H40 10.3631 16.7335 6.7536  0.1103
H41 11.9910 17.4362 6.4718  0.0850
H42 10.7413 18.5082 7.0714  0.0818
H43 12.6955 15.5243 7.9103  0.0991
H44 11.0564 15.1190 8.4512  0.0623
H45 12.3634 15.5221 9.6735  0.0795
H46 11.3327 18.5487 11.4335  0.0826
H47 12.9222 18.9242 7.5852  0.0724
H48 13.1153 20.5395 8.3577  0.0946
H49 11.7647 20.2534 7.2945  0.1010
H50 12.3919 20.9781 10.4137  0.0943
H51 10.7971 20.3001 10.9511  0.0472
H52 10.9273 21.3075 9.4823  0.1117

Cartesian forces, eV/Å:
Re -2.41 -2.60 -1.66
N -1.42 -0.70 -1.01
C 1.32 -1.42 -0.07
N 2.89 -0.27 -0.46
N 0.77 1.54 1.47
N -3.10 1.18 0.31
N -1.28 -0.57 -0.41
C 0.46 2.07 1.34
N 0.93 -0.42 -0.08
N 1.22 -3.17 0.42
N -2.17 2.21 -1.24
N -0.53 0.80 -0.19
H 0.56 0.06 0.23
O 0.63 -0.56 0.68
C -1.86 0.38 -1.31
C 1.76 1.71 -0.04
C 1.01 -0.59 0.40
C -0.76 0.48 -1.10
C -0.18 -0.06 0.16
C -0.82 0.36 1.32
N 2.50 -1.01 0.18
H 0.06 0.72 -0.05
H -0.10 -0.24 -0.24
H 0.57 -0.13 0.22
H 0.00 -0.26 0.58
H -0.07 -0.02 -0.34
H -0.20 -0.22 0.51
H -0.95 -0.02 0.31
I 0.19 0.02 -0.07
C 0.05 0.77 0.99
C -0.30 -0.44 -0.92
C -0.07 0.03 -1.02
C -0.19 0.25 1.17
C 0.22 0.15 -1.21
C -0.25 -0.44 -0.23
C -0.32 2.56 0.20
O 0.66 0.25 -0.94
O -0.40 -2.25 0.67
H 0.02 -0.13 -0.35
H 0.27 -0.19 0.74
H 0.37 -0.69 0.39
H -0.01 -0.07 0.75
C -0.10 0.14 1.21
Si 0.33 0.80 -0.40
C 0.77 -0.83 0.77
C -0.69 1.11 1.07
Si -1.10 0.06 0.32
Te 0.40 -0.74 0.46
Si 1.17 0.82 -0.04
C 0.07 0.13 0.61
C 0.06 -0.15 -0.26
C -1.18 0.71 -0.40
Si 0.17 0.66 -0.03
C -1.25 0.57 -0.18
C -0.22 0.43 0.26
C -0.46 -0.39 -0.97
H -0.09 -0.02 -1.12
H -0.09 -0.02 0.12
H 0.03 -0.08 0.04
H -0.28 0.17 -0.73
H -0.33 0.06 -0.08
H -0.11 -0.19 0.10
H 0.07 -0.57 -1.23
H 0.19 -0.42 -0.01
H 0.43 0.01 0.06
H 0.06 -0.32 -0.23
H -0.25 0.17 -0.75
H -0.22 -0.08 0.46
H 0.18 0.40 -0.26
H -0.85 -0.08 0.56
H 0.31 -0.31 0.04
H -0.25 -0.12 0.10
H 1.10 -0.05 -0.56
H 0.12 -0.71 0.64
H -0.18 -0.36 0.39
H 1.55 -0.63 -0.33
H -0.29 0.43 0.49
H 0.04 -0.57 -0.08
H 0.13 0.05 -0.37
H 0.28 -0.32 -0.13
H -0.20 0.49 0.72
H 1.02 -0.12 0.41
H -0.09 -0.03 -0.19
C -0.17 -0.11 0.38
N -0.25 1.40 0.49
C -0.84 -0.87 -1.17
C 0.26 0.35 0.17
N 1.63 1.63 -0.88
N 0.03 -1.25 -0.30
C -0.51 1.61 0.76
C -0.66 0.36 -1.03
H 0.41 0.59 0.41
H -0.05 -0.21 -0.11
H -0.26 -0.86 0.02
H -0.20 0.30 0.47
H 0.87 0.39 0.65
H -0.36 0.30 -0.08
H -0.36 -1.14 -0.91
H 0.48 -0.38 -0.15
H 0.28 -0.35 -0.30
H 0.21 -0.29 0.09
H 0.02 -0.19 0.24
H 0.02 0.03 -0.01
H 0.21 -0.45 0.63

Calculated values
Spin multiplicity: 4
Energy relative to the best compared isomer or geometry (same formula, charge and spin): 0.000 eV
Molar mass: 1183.9 g mol⁻¹
Net charge: 0

***

This record from OMol25 describes a structure of composition C29H52P2SiSn at a distorted geometry. The level of theory is wB97M-V/def2-TZVPD.

Each line ends with the Löwdin charge.
Cartesian coordinates (Å):
Sn1 -2.3528 1.5915 1.3406  1.3055
C1 0.8046 0.7479 3.7970  -0.1558
C2 1.8374 1.1652 2.9136  -0.1691
C3 0.1933 2.7772 2.9107  -0.2621
C4 -0.1680 1.7785 3.8434  -0.2313
C5 1.4357 2.3947 2.3321  -0.1614
C6 0.7184 -0.5371 4.5222  -0.0150
H1 1.6565 -1.0980 4.4594  0.0856
H2 -0.0842 -1.1360 4.0684  0.0345
H3 0.4712 -0.3765 5.5841  0.1005
C7 -1.3312 1.7897 4.7513  -0.0335
H4 -2.0123 0.9683 4.5348  0.0336
H5 -1.8960 2.7234 4.7160  0.0916
H6 -0.9814 1.6335 5.7800  0.1110
C8 -0.5437 4.0491 2.6894  -0.0900
H7 -0.5934 4.6244 3.6317  0.1056
H8 -1.5854 3.9032 2.3446  -0.0133
H9 -0.0093 4.6549 1.9484  0.0827
C9 2.2197 3.1576 1.3387  -0.0048
H10 2.9900 3.7860 1.8070  0.1150
H11 1.5638 3.8036 0.7501  0.0805
H12 2.7279 2.4734 0.6542  0.0655
C10 3.1329 0.4964 2.6906  -0.0214
H13 3.9779 1.1290 3.0049  0.1065
H14 3.2856 0.2629 1.6306  0.0453
H15 3.1935 -0.4418 3.2513  0.0761
C11 0.5012 -2.2942 0.3502  -0.0987
C12 1.6020 -2.6458 1.0207  -0.0926
C13 3.0360 -2.4953 0.6041  -0.1768
C14 3.3026 -1.7075 -0.7061  -0.1822
C15 2.9744 -0.2475 -0.6712  -0.1115
C16 1.8508 0.3725 -1.0502  -0.1131
C17 0.4581 -0.1720 -1.1065  -0.1997
C18 0.3452 -1.7070 -1.0238  -0.2098
H16 3.5237 -3.4826 0.4895  0.1265
H17 2.8374 -2.2448 -1.5438  0.1031
H18 3.5759 -2.0140 1.4347  0.0995
H19 1.0255 -2.1819 -1.7312  0.0807
H20 -0.4622 -2.3906 0.8723  0.0940
H21 1.4912 -3.1446 1.9987  0.1102
H22 -0.6659 -1.9846 -1.3666  0.1062
H23 -0.1673 0.2924 -0.3205  0.0618
H24 1.8994 1.4386 -1.2847  0.0992
H25 -0.0149 0.1400 -2.0547  0.0620
H26 4.3877 -1.7940 -0.8873  0.1221
H27 3.8446 0.3796 -0.4361  0.1129
P1 -0.8118 -0.0702 -4.7958  0.9344
P2 -0.6785 2.6159 -6.0308  0.9374
C19 -0.8622 -0.0914 -6.6972  -0.3965
C20 -1.2657 1.2775 -7.2349  -0.4207
H28 -1.5835 -0.8597 -7.0159  0.0900
H29 0.1387 -0.3747 -7.0652  0.0867
H30 -0.8092 1.4757 -8.2193  0.0925
H31 -2.3619 1.3753 -7.3213  0.0909
C21 -1.3087 3.9973 -7.0714  -0.2660
H32 -0.9051 4.9294 -6.6680  0.0504
H33 -2.3992 4.0197 -6.9989  0.0509
H34 -1.0064 3.8741 -8.1159  0.0664
C22 1.0515 2.6521 -6.7179  -0.2571
H35 1.0369 2.5856 -7.8153  0.0640
H36 1.6596 1.8384 -6.3063  0.0386
H37 1.5020 3.6050 -6.4172  0.0514
C23 -2.2811 -1.1572 -4.5695  -0.2532
H38 -2.3288 -1.4848 -3.5245  0.0383
H39 -2.2175 -2.0242 -5.2406  0.0642
H40 -3.1814 -0.5726 -4.8010  0.0554
C24 0.5628 -1.2958 -4.6814  -0.2365
H41 1.4400 -0.8959 -5.2040  0.0530
H42 0.2633 -2.2469 -5.1371  0.0745
H43 0.8289 -1.4525 -3.6301  0.0109
C25 -1.0809 -3.6452 4.5977  -0.1753
Si1 -2.5436 -2.4559 4.6619  0.4488
C26 -4.1156 -3.4542 4.4519  -0.1783
C27 -2.5947 -1.7567 6.4103  -0.1745
C28 -2.3362 -1.1090 3.4007  -0.1888
C29 -2.2575 -0.1925 2.5558  -0.3618
H44 -1.2187 -4.4564 5.3291  0.0520
H45 -0.1270 -3.1540 4.8277  0.0172
H46 -0.9951 -4.0998 3.6028  0.0333
H47 -4.3489 -4.0686 5.3332  0.0492
H48 -4.9616 -2.7772 4.2862  0.0348
H49 -4.0508 -4.1292 3.5894  0.0369
H50 -1.6166 -1.4051 6.7640  0.0274
H51 -3.2975 -0.9170 6.4792  0.0357
H52 -2.9341 -2.5372 7.1071  0.0477

Cartesian forces, eV/Å:
Sn 1.10 -1.11 1.28
C 2.52 -0.24 -1.15
C -1.29 -0.50 1.20
C -1.71 -0.91 -0.02
C -1.05 1.25 -1.08
C 0.56 -0.36 0.22
C 0.01 -0.13 0.26
H -0.25 0.07 0.07
H 0.40 0.12 0.25
H 0.05 -0.14 -0.27
C -0.02 0.18 0.60
H 0.10 0.06 0.20
H 0.09 0.04 0.03
H -0.15 0.13 -0.05
C 0.01 0.80 0.39
H -0.06 -0.03 -0.46
H 0.34 0.41 0.17
H -0.37 0.02 0.13
C -0.03 0.08 -0.30
H -0.16 -0.09 0.00
H 0.18 0.07 0.01
H 0.04 0.09 0.11
C 0.60 -0.31 -0.18
H -0.24 -0.14 -0.04
H -0.02 0.03 0.27
H 0.06 0.19 -0.12
C -0.28 0.08 0.85
C -0.03 -0.24 -0.01
C 0.39 -0.07 -0.35
C 0.40 -0.99 0.67
C 0.09 0.45 -0.84
C 0.06 0.40 0.53
C -0.03 -0.73 -0.90
C -0.48 -0.02 -0.15
H -0.36 0.28 0.14
H 0.17 0.37 0.28
H -0.11 -0.12 -0.22
H -0.14 0.18 0.09
H 0.43 -0.21 -0.10
H -0.16 0.45 -0.41
H 0.23 0.07 0.08
H 0.24 -0.05 0.06
H 0.07 -0.05 0.54
H 0.05 0.10 0.15
H -0.38 0.12 0.03
H -0.30 -0.06 -0.48
P 0.10 -1.88 -2.59
P 0.59 -0.98 -3.61
C 0.05 0.61 0.07
C -0.48 -0.08 0.78
H 0.36 0.15 0.19
H -0.40 0.12 0.24
H -0.30 0.11 0.43
H 0.40 -0.10 -0.03
C -0.48 0.71 1.20
H -0.17 0.08 -0.25
H 0.12 0.15 -0.09
H 0.09 -0.19 0.28
C 0.34 0.14 1.15
H -0.22 0.04 0.41
H -0.03 0.18 -0.12
H 0.12 -0.23 -0.11
C -0.30 0.59 0.92
H -0.16 -0.05 -0.23
H 0.15 0.30 0.22
H 0.14 -0.25 0.08
C 0.39 0.53 0.95
H -0.18 -0.10 0.15
H -0.10 0.27 0.05
H 0.05 -0.14 -0.31
C 0.13 0.19 -0.35
Si 0.16 -1.53 1.65
C -0.20 0.27 -0.61
C 0.06 0.53 -0.18
C -0.27 1.81 -2.13
C -0.47 -1.11 0.72
H -0.12 0.29 -0.20
H -0.21 -0.15 -0.02
H 0.04 -0.01 0.16
H 0.30 0.28 -0.14
H -0.01 -0.19 0.02
H -0.06 0.14 0.11
H -0.18 -0.05 -0.12
H 0.07 -0.13 0.11
H 0.07 0.14 -0.31

Calculated values
E: -2321.94080 a.u.
Molar mass: 609.5 g mol⁻¹
Net charge: +2

***

> Which value of molar mass does entry 1 give?

1183.9 g mol⁻¹